Entry 1:
Computed, not measured: 2 unconnected molecules or ions with the total composition C3H6N3O4, with wB97M-V/def2-TZVPD.

## Properties
relative energy (zero: lowest compared OMol25 entry of this formula, charge and spin) = 46.5 kcal/mol
total charge = -1
largest force on an atom = 4.26 eV Å⁻¹
highest occupied orbital energy (spin up / spin down) = -4.535 / -4.525 eV
HOMO-LUMO gap (spin up / spin down) = 7.6 / 7.6 eV
multiplicity = 1
LUMO energy (spin up / spin down) = 3.03 / 3.03 eV

Structure (XYZ):
```
16
Properties=species:S:1:pos:R:3:nbo_charge:R:1
C -0.669 2.065 -0.098 0.741
C -0.232 -0.429 -0.791 -0.296
C 0.296 0.906 -0.195 0.127
N 1.627 1.205 -0.120 -0.484
N 2.604 0.362 -0.170 0.601
N -0.302 -1.637 0.064 -0.855
O -1.810 2.000 -0.582 -0.612
O 2.423 -0.853 -0.395 -0.515
O -0.070 3.290 0.345 -0.711
O 3.740 0.830 0.131 -0.490
H 0.407 -0.617 -1.731 0.217
H -1.197 -0.045 -0.963 0.217
H -0.157 0.510 1.651 -0.189
H 0.864 3.013 0.379 0.503
H -0.699 -1.237 1.003 0.367
H 0.648 -2.057 0.236 0.380
```



Entry 2:
Computed, not measured: 2 unconnected molecules or ions with the total composition C2H2FO2P, with wB97M-V/def2-TZVPD.

## Properties
relative energy (zero: lowest compared OMol25 entry of this formula, charge and spin) = 226.9 kcal/mol
largest force on an atom = 2.57 eV Å⁻¹
highest occupied orbital energy (spin up / spin down) = -9.836 / -9.797 eV
HOMO-LUMO gap (spin up / spin down) = 7.3 / 8.4 eV
multiplicity = 1
LUMO energy (spin up / spin down) = -2.58 / -1.41 eV

Structure (XYZ):
```
8
Properties=species:S:1:pos:R:3:nbo_charge:R:1
C 1.252 2.333 0.820 0.495
C 0.919 1.155 0.593 -0.446
O 1.660 3.413 1.132 -0.358
O 3.497 3.454 0.702 0.040
F 3.832 2.199 0.285 -0.127
P 0.391 -0.322 -0.210 0.366
H -0.878 0.013 -1.133 0.014
H -0.560 -0.822 0.782 0.016
```



Entry 3:
Computed, not measured: a molecular structure, C23H42Cl2N2O3PRh, with wB97M-V/def2-TZVPD.

## Properties
relative energy (zero: lowest compared OMol25 entry of this formula, charge and spin) = 0.0 kcal/mol
⟨S²⟩ = 6.069
largest force on an atom = 6.18 eV Å⁻¹
highest occupied orbital energy (spin up / spin down) = -5.672 / -7.246 eV
HOMO-LUMO gap (spin up / spin down) = 6.1 / 5.2 eV
multiplicity = 5
LUMO energy (spin up / spin down) = 0.44 / -2.05 eV

Structure (XYZ):
```
74
Properties=species:S:1:pos:R:3:lowdin_spin:R:1
O 1.840 -0.314 -2.813 0.932
C 1.324 -0.414 -3.926 0.565
C 2.021 -1.016 -5.141 0.111
C 3.183 -1.762 -4.886 0.095
H 3.431 -2.015 -3.853 0.006
C 4.083 -2.076 -5.907 -0.006
H 5.039 -2.560 -5.673 -0.002
C 3.802 -1.705 -7.229 0.098
H 4.533 -1.877 -8.035 0.006
C 2.560 -1.115 -7.531 -0.006
H 2.329 -0.868 -8.573 -0.002
C 1.673 -0.791 -6.488 0.092
H 0.727 -0.319 -6.744 0.004
H 0.282 -0.050 -4.076 0.091
C 1.374 2.976 -1.606 -0.015
C 0.419 2.635 -0.545 -0.104
H 1.560 4.062 -1.614 -0.005
H 0.945 2.662 -2.567 0.000
H 2.323 2.440 -1.478 -0.001
C -0.432 3.369 0.171 -0.007
C -0.546 4.860 0.317 -0.005
H -1.230 2.840 0.716 -0.003
H -0.113 5.395 -0.546 0.000
H -0.067 5.235 1.243 0.001
H -1.619 5.117 0.376 0.000
Rh 0.193 0.545 0.094 1.677
Cl 2.426 0.819 0.503 0.166
Cl -0.915 0.354 -1.962 0.156
C 0.764 2.058 2.919 0.005
O -0.073 1.242 2.434 0.060
N 0.740 2.452 4.203 0.002
C -0.403 2.171 5.064 0.001
C 1.881 3.147 4.792 0.001
H 1.562 2.504 2.299 0.002
H -1.158 1.652 4.466 0.000
H -0.814 3.110 5.468 0.000
H -0.098 1.547 5.918 0.000
H 2.650 3.283 4.023 0.000
H 2.307 2.555 5.622 0.000
H 1.578 4.131 5.187 0.000
H -5.568 0.658 1.915 0.000
H -6.019 -1.014 -0.120 0.000
C -4.991 1.221 1.173 0.001
C -5.308 -0.411 -0.706 0.000
N -4.410 0.324 0.183 0.000
H -4.167 1.749 1.663 0.000
C -3.075 0.226 0.071 0.004
O -2.268 0.879 0.780 0.053
H -4.710 -1.074 -1.349 0.000
H -2.715 -0.504 -0.688 0.001
H -5.668 1.935 0.689 0.000
H -5.875 0.289 -1.347 0.000
C 2.618 -2.312 1.596 0.000
C 1.326 -1.891 2.264 0.002
P -0.004 -1.481 1.021 0.013
C 0.176 -2.856 -0.206 0.003
C 0.239 -4.290 0.347 0.001
C -1.465 -1.711 2.150 0.003
C -1.673 -3.081 2.771 0.001
H 2.448 -2.920 0.702 0.000
H 3.218 -2.886 2.307 0.000
H 3.192 -1.428 1.306 0.001
H 0.970 -2.669 2.963 0.000
H 1.463 -0.977 2.863 0.000
H -0.672 -2.763 -0.910 0.000
H 1.091 -2.633 -0.788 0.000
H -0.713 -4.597 0.787 0.000
H 0.435 -4.979 -0.483 0.000
H 1.046 -4.447 1.076 0.000
H -1.354 -0.933 2.931 0.000
H -2.373 -1.449 1.589 0.000
H -0.792 -3.466 3.293 0.000
H -2.471 -2.988 3.512 0.000
H -2.011 -3.803 2.024 0.000
```



Entry 4:
Computed, not measured: a single H4N2 molecule, with wB97M-V/def2-TZVPD.

## Properties
relative energy (zero: lowest compared OMol25 entry of this formula, charge and spin) = 3.4 kcal/mol
largest force on an atom = 4.26 eV Å⁻¹
highest occupied orbital energy = -9.699 eV
HOMO-LUMO gap = 11.0 eV
multiplicity = 1
LUMO energy = 1.32 eV

Structure (XYZ):
```
6
Properties=species:S:1:pos:R:3:nbo_charge:R:1
N 0.698 -0.086 -0.088 -0.672
N -0.705 -0.069 0.096 -0.654
H 1.114 0.763 -0.463 0.327
H 1.117 -0.219 0.825 0.340
H -1.136 -0.383 -0.697 0.339
H -1.039 0.926 0.281 0.319
```



Entry 5:
Computed, not measured: 6 unconnected molecules or ions with the total composition C20H29BN5, with wB97M-V/def2-TZVPD.

## Properties
relative energy (zero: lowest compared OMol25 entry of this formula, charge and spin) = 44.9 kcal/mol
total charge = -1
largest force on an atom = 13.63 eV Å⁻¹
highest occupied orbital energy = -5.108 eV
HOMO-LUMO gap = 7.8 eV
multiplicity = 1
LUMO energy = 2.68 eV

Structure (XYZ):
```
55
Properties=species:S:1:pos:R:3:nbo_charge:R:1
B 0.106 -0.061 -0.957 -0.739
H 1.147 0.705 -1.062 -0.045
H -0.811 0.552 -1.718 -0.050
H 0.292 -1.249 -1.595 -0.077
H -0.265 -0.146 0.183 -0.054
N -2.468 -2.120 -2.507 -0.530
C -3.684 -1.398 -2.652 -0.073
C -4.811 -2.429 -2.935 -0.346
C -4.065 -3.784 -2.819 -0.347
C -2.598 -3.485 -2.389 -0.052
H -1.455 -1.680 -2.192 0.491
H -3.661 -0.409 -2.746 0.194
H -5.954 -2.078 -3.080 0.233
H -4.606 -4.761 -2.662 0.210
H -1.883 -4.018 -1.974 0.196
N 0.613 2.828 1.099 -0.501
C 0.819 4.146 1.050 -0.117
C 0.712 4.647 2.464 -0.344
C 0.471 3.502 3.258 -0.326
C 0.353 2.323 2.295 -0.099
H 0.422 2.233 0.222 0.474
H 1.103 4.862 0.173 0.229
H 1.062 5.711 2.820 0.215
H 0.510 3.483 4.529 0.215
H 0.146 1.231 2.708 0.247
N 2.563 -1.879 0.617 -0.505
C 3.673 -1.069 0.602 -0.067
C 4.821 -1.964 1.165 -0.338
C 4.264 -3.312 1.375 -0.307
C 2.821 -3.223 0.997 -0.116
H 1.676 -1.514 0.253 0.463
H 3.565 -0.043 0.145 0.240
H 5.927 -1.832 1.164 0.211
H 4.889 -4.066 1.615 0.202
H 1.944 -3.910 1.031 0.213
N 0.837 5.401 -2.754 -0.542
C 0.523 4.058 -2.669 -0.070
C 1.811 3.237 -2.934 -0.237
C 2.932 4.274 -3.357 -0.300
C 2.234 5.639 -3.081 -0.127
H 0.269 6.315 -2.597 0.425
H -0.353 3.506 -2.360 0.243
H 1.797 2.387 -3.320 0.177
H 3.972 4.112 -3.782 0.231
H 2.443 6.685 -3.389 0.201
N -3.202 -2.565 2.608 -0.511
C -1.848 -2.661 2.334 -0.079
C -1.112 -3.353 3.347 -0.309
C -2.262 -3.870 4.262 -0.325
C -3.520 -3.260 3.684 -0.070
H -3.718 -2.108 1.875 0.425
H -1.577 -1.972 1.563 0.219
H -0.090 -3.525 3.144 0.232
H -2.209 -4.591 5.063 0.213
H -4.565 -3.500 3.885 0.204
```



Entry 6:
Computed, not measured: a molecular structure, C34H41CoN6PS3, with wB97M-V/def2-TZVPD.

## Properties
relative energy (zero: lowest compared OMol25 entry of this formula, charge and spin) = 15.7 kcal/mol
⟨S²⟩ = 1.209
largest force on an atom = 1.30 eV Å⁻¹
highest occupied orbital energy (spin up / spin down) = -6.911 / -6.754 eV
HOMO-LUMO gap (spin up / spin down) = 7.0 / 7.3 eV
multiplicity = 2
LUMO energy (spin up / spin down) = 0.06 / 0.54 eV

Structure (XYZ):
```
86
Properties=species:S:1:pos:R:3:lowdin_spin:R:1
Co -1.006 0.663 -0.925 1.094
C -2.081 -1.815 -2.899 0.000
N -2.506 -0.891 -1.851 -0.001
C -3.462 0.081 -2.422 0.001
C -2.806 1.012 -3.427 0.001
N -1.545 1.602 -2.909 0.026
C -0.407 1.296 -3.802 -0.002
C -1.597 3.053 -2.769 -0.002
C -2.125 3.842 -3.784 0.001
C -2.155 5.222 -3.667 -0.004
C -1.645 5.814 -2.517 0.001
C -1.085 5.032 -1.523 -0.005
C -1.025 3.638 -1.639 -0.004
S -0.180 2.695 -0.425 -0.069
C -3.054 -1.554 -0.683 -0.004
C -3.308 -2.921 -0.660 0.000
C -3.825 -3.531 0.476 -0.004
C -4.126 -2.760 1.587 0.000
C -3.861 -1.398 1.571 -0.005
C -3.292 -0.777 0.460 -0.004
S -2.808 0.920 0.544 -0.056
H -2.933 -2.340 -3.345 0.000
H -1.389 -2.553 -2.499 0.000
H -1.573 -1.269 -3.687 0.000
H -3.861 0.673 -1.605 0.000
H -4.295 -0.446 -2.908 0.000
H -3.533 1.794 -3.639 0.000
H -2.597 0.502 -4.370 0.000
H -0.579 1.680 -4.814 0.001
H -0.242 0.223 -3.853 0.000
H 0.487 1.767 -3.394 0.000
H -2.516 3.380 -4.684 0.000
H -2.572 5.824 -4.463 0.000
H -1.677 6.890 -2.401 0.000
H -0.677 5.488 -0.630 0.000
H -3.110 -3.536 -1.528 0.000
H -4.002 -4.598 0.477 0.000
H -4.555 -3.217 2.470 0.000
H -4.068 -0.789 2.442 -0.001
N 0.122 -0.078 1.799 0.014
S 0.268 1.071 2.887 0.002
C 0.407 0.306 4.519 0.002
C 0.536 1.107 5.646 0.000
C 0.622 0.511 6.893 0.000
C 0.574 -0.874 7.008 0.000
C 0.423 -1.662 5.877 0.000
C 0.330 -1.069 4.621 0.000
C 1.976 1.542 2.708 0.000
C 2.242 2.763 2.109 -0.001
C 3.559 3.121 1.850 0.000
C 4.593 2.264 2.196 0.000
C 4.318 1.058 2.833 0.000
C 3.008 0.696 3.098 0.000
H -0.885 -0.178 1.658 0.001
H 0.579 2.187 5.547 0.000
H 0.724 1.126 7.779 0.000
H 0.650 -1.337 7.984 0.000
H 0.375 -2.740 5.967 0.000
H 0.206 -1.651 3.715 0.000
H 1.425 3.414 1.824 -0.001
H 3.772 4.068 1.373 0.000
H 5.617 2.533 1.970 0.000
H 5.125 0.396 3.120 0.000
H 2.791 -0.238 3.601 0.000
C 3.681 -1.927 -1.862 0.000
N 3.419 -1.598 -0.465 0.001
C 2.911 -2.790 0.212 0.000
N 1.731 -3.378 -0.426 0.001
C 2.044 -3.643 -1.828 0.000
N 2.518 -2.470 -2.561 0.002
C 1.464 -1.460 -2.691 0.003
P 0.814 -0.843 -1.050 0.008
C 2.483 -0.480 -0.333 0.002
C 0.557 -2.515 -0.286 0.001
H 4.476 -2.675 -1.895 0.000
H 4.021 -1.029 -2.381 0.000
H 2.662 -2.531 1.243 0.000
H 3.701 -3.544 0.215 0.000
H 1.156 -4.043 -2.323 0.000
H 2.832 -4.398 -1.860 0.000
H 0.653 -1.887 -3.283 0.000
H 1.865 -0.608 -3.246 0.000
H 2.330 -0.257 0.721 0.000
H 2.894 0.411 -0.815 0.000
H -0.306 -3.000 -0.745 0.000
H 0.329 -2.370 0.771 0.000
```



Entry 7:
Computed, not measured: a molecular structure, C28H66Cl12N2O6, with wB97M-V/def2-TZVPD.

## Properties
largest force on an atom = 9.86 eV Å⁻¹
highest occupied orbital energy = -9.016 eV
HOMO-LUMO gap = 9.2 eV
multiplicity = 1
LUMO energy = 0.14 eV

Structure (XYZ):
```
114
Properties=species:S:1:pos:R:3:lowdin_charge:R:1
Cl 3.287 -2.319 -3.762 0.571
C 2.184 -0.840 -3.507 -0.677
C 1.017 -0.938 -4.465 -0.501
Cl -0.168 0.288 -3.974 0.803
H 2.666 0.120 -3.690 0.048
H 1.795 -0.822 -2.489 -0.126
H 0.481 -1.882 -4.361 0.048
H 1.224 -0.763 -5.520 0.086
Cl -4.107 2.388 0.779 0.742
C -2.612 2.384 1.681 -0.724
C -1.646 3.351 1.046 -0.690
Cl -2.106 4.994 1.415 0.626
H -2.065 1.441 1.677 -0.049
H -2.888 2.676 2.695 -0.073
H -1.584 3.276 -0.040 0.059
H -0.634 3.201 1.421 0.005
Cl -4.333 -2.742 -1.624 0.697
C -2.872 -3.654 -2.051 -0.573
C -1.989 -2.877 -3.058 -0.483
Cl -1.285 -1.443 -2.320 0.829
H -3.297 -4.582 -2.435 0.084
H -2.396 -3.899 -1.102 0.007
H -2.725 -2.578 -3.805 0.075
H -1.201 -3.463 -3.530 0.078
Cl 2.710 -0.420 -1.184 0.873
C 4.481 -0.281 -1.443 -0.429
C 5.289 -1.205 -0.522 -0.631
Cl 5.102 -2.921 -0.876 0.565
H 4.722 0.741 -1.147 0.092
H 4.522 -0.459 -2.517 0.045
H 5.065 -1.058 0.534 0.063
H 6.361 -1.020 -0.601 0.074
Cl -3.334 -4.502 3.030 0.587
C -3.933 -3.584 1.651 -0.637
C -2.791 -3.030 0.841 -0.560
Cl -1.659 -1.940 1.708 0.927
H -4.670 -2.943 2.136 0.074
H -4.537 -4.199 0.984 0.075
H -3.313 -2.462 0.070 -0.031
H -2.220 -3.845 0.397 0.038
Cl -1.364 0.613 3.123 0.880
C -0.419 1.808 4.102 -0.394
C -1.334 2.188 5.324 -0.537
Cl -2.750 3.132 4.721 0.618
H -0.106 2.617 3.442 0.088
H 0.348 1.216 4.601 0.082
H -0.774 2.885 5.948 0.073
H -1.662 1.331 5.911 0.076
C 1.820 -0.911 1.956 -0.072
C 1.571 -0.583 3.437 -0.472
C 2.108 -1.484 4.439 -0.045
O 2.144 0.665 3.737 -0.103
H 2.834 -0.843 1.564 0.074
H 1.219 -0.324 1.262 0.048
H 1.560 -1.949 1.750 0.013
H 0.491 -0.536 3.581 0.070
H 3.192 -1.557 4.517 0.091
H 1.842 -2.479 4.081 0.084
H 1.746 -1.344 5.458 0.089
H 1.787 1.351 3.167 -0.077
C 3.113 1.872 1.137 -0.012
C 2.039 2.549 1.913 -0.430
C 1.396 3.753 1.391 -0.031
O 1.087 1.542 2.094 -0.239
H 3.911 2.605 1.015 0.106
H 2.704 1.403 0.242 0.023
H 3.518 1.059 1.740 0.086
H 2.303 2.737 2.954 0.161
H 2.117 4.568 1.452 0.108
H 0.523 4.030 1.982 0.064
H 1.116 3.730 0.338 0.093
H 0.539 1.434 1.313 -0.072
C -3.924 1.150 -1.504 -0.173
C -3.197 2.328 -2.168 -0.484
C -1.747 2.039 -2.454 -0.138
O -3.831 2.555 -3.384 -0.019
H -3.754 0.228 -2.060 0.045
H -5.004 1.269 -1.420 0.070
H -3.664 0.903 -0.475 -0.023
H -3.297 3.214 -1.541 0.105
H -1.761 1.159 -3.096 0.001
H -1.035 1.905 -1.639 0.066
H -1.313 2.841 -3.051 0.025
H -4.774 2.657 -3.237 0.095
C 0.420 -2.945 1.028 -0.203
C -0.166 -3.520 -0.176 -0.532
C 0.687 -3.411 -1.463 -0.039
O -0.338 -4.876 0.144 -0.018
H 1.353 -3.440 1.297 0.130
H -0.269 -3.056 1.864 0.018
H 0.587 -1.880 0.866 0.032
H -1.153 -3.170 -0.478 0.028
H 0.624 -2.396 -1.855 0.001
H 0.347 -4.185 -2.151 0.092
H 1.743 -3.511 -1.214 0.080
H -0.831 -5.309 -0.556 0.093
O 2.196 1.805 -4.001 -0.011
C 1.590 2.218 -3.040 -0.624
N 1.885 1.897 -1.803 0.116
C 0.426 3.195 -3.189 -0.030
H 2.606 1.219 -1.600 -0.046
H 1.307 2.125 -1.006 0.059
H -0.083 3.512 -2.279 0.081
H -0.378 2.850 -3.839 0.053
H 0.859 4.094 -3.627 0.107
O 0.206 1.783 0.172 -0.021
C -0.040 0.662 -0.045 -0.532
N -0.616 0.039 0.931 -0.029
C 0.157 -0.110 -1.369 -0.319
H -0.774 -0.949 1.070 -0.169
H -0.696 0.659 1.723 -0.118
H -0.591 0.310 -2.041 -0.071
H -0.062 -1.174 -1.285 -0.064
H 1.152 0.047 -1.787 -0.061
```



Entry 8:
Computed, not measured: a molecular structure, C26H25KN4S2, with wB97M-V/def2-TZVPD.

## Properties
total charge = +2
largest force on an atom = 0.86 eV Å⁻¹
highest occupied orbital energy = -12.398 eV
HOMO-LUMO gap = 7.2 eV
multiplicity = 1
LUMO energy = -5.24 eV

Structure (XYZ):
```
58
Properties=species:S:1:pos:R:3:nbo_charge:R:1
K 1.312 0.597 0.058 0.982
S -1.080 3.868 -4.517 0.433
C -1.187 4.770 -5.963 -0.376
C -0.436 4.228 -6.958 -0.244
C 0.236 3.052 -6.551 -0.195
C -0.011 2.708 -5.247 -0.255
C 0.513 1.571 -4.504 -0.074
C 0.203 1.380 -3.140 0.055
N 0.638 0.382 -2.399 -0.509
C 1.437 -0.548 -2.966 0.088
C 1.821 -0.454 -4.320 0.005
C 2.682 -1.451 -4.886 -0.193
C 3.128 -2.485 -4.143 -0.161
C 2.746 -2.624 -2.769 -0.089
C 3.188 -3.696 -1.986 -0.142
C 2.788 -3.817 -0.666 0.009
C 1.925 -2.809 -0.187 0.030
N 1.501 -1.779 -0.891 -0.525
C 1.899 -1.664 -2.177 0.190
C 3.224 -4.910 0.191 -0.278
C 4.066 -5.946 -0.121 -0.205
C 4.285 -6.836 0.955 -0.241
C 3.610 -6.472 2.078 -0.377
S 2.712 -5.037 1.847 0.431
C 1.344 0.623 -5.075 -0.132
H -1.796 5.659 -5.996 0.257
H -0.363 4.653 -7.948 0.247
H 0.879 2.486 -7.209 0.226
H -0.442 2.096 -2.638 0.195
H 2.968 -1.353 -5.925 0.235
H 3.781 -3.233 -4.573 0.234
H 3.847 -4.428 -2.434 0.231
H 1.562 -2.862 0.836 0.194
H 4.519 -6.078 -1.093 0.227
H 4.916 -7.710 0.898 0.247
H 3.596 -6.964 3.037 0.258
H 1.637 0.698 -6.115 0.229
C -4.612 -1.665 -0.551 -0.252
C -3.390 -0.809 -0.123 -0.252
N -2.155 -1.387 -0.644 -0.404
C -2.191 -1.416 -2.102 -0.252
C -3.389 -2.271 -2.595 -0.253
N -4.091 -2.798 -1.381 -0.333
C -3.160 -3.646 -0.570 -0.252
C -1.978 -2.741 -0.131 -0.254
H -5.320 -1.100 -1.155 0.238
H -5.141 -2.086 0.301 0.238
H -3.328 -0.759 0.963 0.228
H -3.489 0.207 -0.501 0.227
H -1.248 -1.826 -2.463 0.232
H -2.271 -0.396 -2.476 0.229
H -3.071 -3.120 -3.197 0.236
H -4.104 -1.686 -3.169 0.237
H -4.878 -3.372 -1.681 0.451
H -2.835 -4.480 -1.190 0.237
H -3.715 -4.040 0.279 0.238
H -1.034 -3.133 -0.508 0.232
H -1.915 -2.704 0.956 0.226
```